Density functional theory data (the ωB97M-V functional and the def2-TZVPD basis) for a cluster of 11 separate species, C37H63F3O14S5 in total.

CARTESIAN COORDINATES (ANGSTROEM)
F  -24.7228  7.6852  -17.1517
C  -25.5682  7.3734  -16.1509
C  -25.6570  6.1040  -15.6883
C  -26.4449  5.7287  -14.6314
C  -27.1400  6.7988  -14.0604
C  -27.1736  8.0948  -14.6431
C  -26.4193  8.3243  -15.7435
H  -24.8908  5.4252  -16.0325
H  -26.4700  4.7293  -14.2228
H  -27.7206  6.6355  -13.1644
H  -27.6542  8.9442  -14.1806
H  -26.3805  9.2663  -16.2703
F  -30.6108  8.4639  -20.0080
C  -29.6654  8.2613  -20.9897
C  -28.7206  7.2677  -20.9055
C  -27.6584  7.2577  -21.7866
C  -27.6579  8.1108  -22.9253
C  -28.6863  9.0692  -23.0715
C  -29.6349  9.1375  -22.0722
H  -28.7159  6.6401  -20.0266
H  -26.8970  6.4976  -21.6922
H  -26.8838  8.1270  -23.6783
H  -28.8124  9.6438  -23.9773
H  -30.3994  9.8741  -22.2706
F  -24.3107  10.2383  -23.5081
C  -23.2875  10.1126  -24.3706
C  -22.3953  11.2423  -24.4452
C  -21.2393  11.1474  -25.1844
C  -20.9776  9.9940  -25.9659
C  -21.8044  8.8946  -25.8768
C  -22.9046  8.9508  -25.0488
H  -22.5533  12.1220  -23.8390
H  -20.6187  12.0170  -25.3428
H  -20.0736  9.9802  -26.5567
H  -21.6702  8.0312  -26.5116
H  -23.5439  8.0805  -25.0343
C  -19.1178  10.6472  -19.4124
S  -20.1958  11.9416  -20.1907
O  -19.4783  12.5143  -21.4485
C  -21.5160  10.7401  -20.6708
H  -18.1239  11.0893  -19.4819
H  -19.2429  9.7470  -20.0141
H  -19.4050  10.5969  -18.3621
H  -21.0030  10.2232  -21.4818
H  -22.3554  11.1817  -21.2079
H  -21.9230  10.1137  -19.8770
C  -23.9262  12.1389  -16.3820
S  -24.2255  11.0891  -14.9278
O  -23.0746  11.6076  -14.0833
C  -25.9636  11.7842  -14.4662
H  -22.8811  11.8760  -16.5454
H  -24.1816  13.1693  -16.1345
H  -24.5415  11.9200  -17.2548
H  -26.5772  11.3779  -13.6622
H  -26.6395  11.6807  -15.3151
H  -25.7069  12.8085  -14.1960
C  -30.0116  12.6753  -21.0645
S  -31.6398  12.8682  -22.0169
O  -31.9443  11.4290  -22.4083
C  -32.7875  13.2430  -20.6291
H  -29.3478  12.1514  -21.7523
H  -30.1493  12.0803  -20.1616
H  -29.5344  13.6259  -20.8266
H  -32.6971  12.3846  -19.9635
H  -33.8483  13.1834  -20.8729
H  -32.6294  14.2180  -20.1683
C  -25.9085  11.6425  -21.3433
S  -25.4097  10.1978  -20.3202
O  -24.1670  10.5859  -19.5099
C  -26.8943  10.2368  -19.1419
H  -25.0556  12.1211  -21.8247
H  -26.3345  12.3533  -20.6352
H  -26.6316  11.4346  -22.1319
H  -27.7307  10.1200  -19.8310
H  -26.8200  10.9909  -18.3583
H  -26.9119  9.3920  -18.4533
C  -29.6456  11.9492  -14.3407
S  -29.4642  11.6458  -16.1157
O  -28.6022  10.3949  -16.2439
C  -31.1057  10.9335  -16.6388
H  -30.1670  11.1161  -13.8692
H  -30.3187  12.7891  -14.1684
H  -28.6691  12.1027  -13.8813
H  -31.1342  10.6199  -17.6823
H  -31.8790  11.6474  -16.3552
H  -31.3734  10.0540  -16.0532
C  -23.4308  13.8905  -19.4338
O  -22.5097  14.5167  -18.5406
C  -21.7651  15.5614  -19.0413
O  -21.7056  15.9875  -20.1546
O  -21.0920  16.0711  -17.9193
C  -19.8640  16.8196  -18.1047
H  -22.7986  13.7071  -20.3026
H  -24.2473  14.5783  -19.6537
H  -23.8724  12.9395  -19.1359
H  -19.0114  16.2687  -18.5019
H  -19.5407  17.3173  -17.1904
H  -20.0543  17.6124  -18.8281
C  -27.4102  14.0119  -18.3620
O  -26.8147  15.1005  -17.6593
C  -27.0334  15.2393  -16.3288
O  -27.5544  14.3920  -15.6049
O  -26.3255  16.2862  -15.9244
C  -26.2922  16.4793  -14.5322
H  -28.3359  13.6263  -17.9348
H  -26.7157  13.1917  -18.5442
H  -27.6465  14.1989  -19.4095
H  -26.1337  15.5641  -13.9617
H  -27.2438  16.9235  -14.2404
H  -25.5674  17.2388  -14.2392
C  -24.1136  15.1685  -24.2212
O  -25.4739  15.2266  -23.9297
C  -26.1807  14.2001  -24.3999
O  -25.7680  13.4061  -25.2513
O  -27.3486  14.1798  -23.8139
C  -28.3725  13.1919  -24.3187
H  -23.5900  14.2306  -24.0356
H  -23.5350  15.8132  -23.5596
H  -24.0595  15.6157  -25.2137
H  -28.6226  13.2037  -25.3796
H  -29.2414  13.2286  -23.6616
H  -27.9192  12.2037  -24.2413

Output
Energy (eV): -130376.04064
Kohn-Sham gap (eV): 8.41
Highest occupied orbital energy (eV): -8.44
Max |F| (eV/A): 3.54
LUMO energy (eV): -0.04

=====

Density functional theory data (the ωB97M-V functional and the def2-TZVPD basis) for a structure of composition C24H24BCl2N9ORe.

CARTESIAN COORDINATES (ANGSTROEM)
Re  0.3509  0.1427  0.3837
C  -2.7139  2.4569  2.1501
C  -2.0584  1.9579  1.0385
N  -0.9924  1.2454  1.4419
N  -0.9559  1.2678  2.7943
C  -1.9838  1.9924  3.2395
B  0.1386  0.4699  3.5473
N  -0.0089  -1.0033  3.1164
C  -0.2616  -2.1080  3.8224
C  -0.3229  -3.1891  2.9521
C  -0.1002  -2.6503  1.6952
N  0.0982  -1.3279  1.8094
N  1.5019  0.9539  3.0037
C  2.5274  1.4807  3.6749
C  3.5272  1.8185  2.7728
C  3.0212  1.4591  1.5355
N  1.7959  0.9276  1.6787
H  -3.5973  3.0703  2.1653
H  -2.2919  2.0692  -0.0083
H  -2.1532  2.1392  4.2936
H  0.0576  0.6031  4.7205
H  -0.3830  -2.0756  4.8927
H  -0.5143  -4.2182  3.1993
H  -0.0847  -3.1420  0.7368
H  2.4952  1.5791  4.7477
H  4.4828  2.2645  2.9847
H  3.4768  1.5519  0.5665
C  0.8397  0.8306  -4.4407
C  0.7002  0.8916  -2.9543
N  -0.0412  0.1174  -2.2659
N  -0.8616  -0.8170  -2.6428
C  -1.5470  -1.3026  -1.6140
O  -1.2949  -0.9111  -0.4131
C  -2.5952  -2.2830  -1.8663
C  -3.4340  -2.6727  -0.8176
C  -4.4557  -3.5721  -1.0532
C  -4.6383  -4.0941  -2.3284
C  -3.7935  -3.7237  -3.3684
C  -2.7752  -2.8179  -3.1458
C  1.3020  1.9550  -2.1480
C  2.1070  2.9379  -2.7089
C  2.4594  4.0483  -1.9596
C  1.9555  4.1695  -0.6724
C  1.2170  3.1243  -0.1558
N  0.9316  2.0105  -0.8454
H  0.2444  0.0089  -4.8296
H  0.4981  1.7603  -4.8992
H  1.8832  0.6796  -4.7242
H  -3.2774  -2.2526  0.1673
H  -5.1176  -3.8649  -0.2496
H  -5.4458  -4.7899  -2.5131
H  -3.9409  -4.1403  -4.3555
H  -2.1096  -2.5164  -3.9418
H  2.4335  2.8454  -3.7346
H  3.0867  4.8219  -2.3814
H  2.1351  5.0513  -0.0746
H  0.8358  3.1763  0.8556
Cl  4.6897  -0.4864  -0.8687
C  3.5900  -1.8086  -0.5052
Cl  1.8827  -1.3852  -0.8692
H  3.6688  -2.0904  0.5386
H  3.8163  -2.6348  -1.1697

Output
Energy (eV): -68574.99371
Kohn-Sham gap (alpha / beta) (eV): 7.33 / 5.59
Multiplicity: 4
Highest occupied orbital energy (alpha / beta) (eV): -13.43 / -13.37
Max |F| (eV/A): 2.26
Relative energy (zero: lowest compared OMol25 entry of this formula, charge and spin) (kJ/mol): 49.2
Net charge: +2
LUMO energy (alpha / beta) (eV): -6.11 / -7.78
Expectation value of S²: 3.771

=====

Density functional theory data (the ωB97M-V functional and the def2-TZVPD basis) for a cluster of 2 separate species, C4H12 in total.

CARTESIAN COORDINATES (ANGSTROEM)
C  0.5283  -0.9289  -2.5609
C  0.8149  -1.3202  -1.0702
H  1.3948  -0.5567  -3.1339
H  0.0049  -1.8059  -3.1345
H  -0.1496  -0.1497  -2.6426
H  1.4542  -0.6203  -0.5709
H  -0.1262  -1.4232  -0.4517
H  1.0458  -2.3780  -1.0983
C  -1.0673  0.8637  2.3433
C  -0.1348  1.4463  1.3361
H  -2.1251  0.7418  1.8115
H  -0.7005  0.0015  2.9680
H  -1.3307  1.5658  3.1040
H  0.2652  0.4715  0.7919
H  0.8179  1.9634  1.4808
H  -0.6917  2.1289  0.8272

Output
Energy (eV): -4341.02400
Kohn-Sham gap (eV): 11.91
Structure (SMILES): CC.CC
Highest occupied orbital energy (eV): -10.79
Max |F| (eV/A): 5.04
Relative energy (zero: lowest compared OMol25 entry of this formula, charge and spin) (kJ/mol): 145.1
LUMO energy (eV): 1.12

=====

Density functional theory data (the ωB97M-V functional and the def2-TZVPD basis) for a cluster of 2 separate species, C2H4NO2 in total.

CARTESIAN COORDINATES (ANGSTROEM)
C  -1.1323  -0.4583  0.0841
C  -0.1636  0.5425  0.4107
N  1.7670  0.2708  -0.2372
O  2.2757  -0.9105  0.0337
O  -1.2567  0.8099  -0.4654
H  -0.7432  -1.0970  -0.6687
H  -2.0279  -0.8351  0.8388
H  -0.1984  1.2235  1.2391
H  1.4794  0.4541  -1.2351

Output
Energy (eV): -7718.46925
Kohn-Sham gap (alpha / beta) (eV): 5.95 / 5.95
Highest occupied orbital energy (alpha / beta) (eV): -1.53 / -1.53
Max |F| (eV/A): 3.56
Relative energy (zero: lowest compared OMol25 entry of this formula, charge and spin) (kJ/mol): 689.2
Net charge: -1
LUMO energy (alpha / beta) (eV): 4.42 / 4.42

=====

Density functional theory data (the ωB97M-V functional and the def2-TZVPD basis) for a structure of composition C10H12AgFNO2.

CARTESIAN COORDINATES (ANGSTROEM)
C  3.3432  0.4632  0.8400
C  2.1823  0.6141  -0.2982
C  1.4540  -0.7674  -0.6533
F  1.2198  -0.9155  -2.0876
C  0.1343  -1.0806  0.1978
O  -0.3030  -2.4277  -0.1903
C  -0.5736  -3.1066  1.0457
O  -0.1639  -4.2547  1.2811
C  -1.0600  -0.0369  -0.0199
C  -2.4579  -0.1874  0.6528
C  -3.5419  0.8919  0.4204
N  -3.5283  2.0872  -0.3357
C  -2.2496  2.1510  -0.9644
C  -1.0186  1.2237  -0.8960
H  2.7801  0.4764  1.8486
H  3.9552  -0.4842  0.6789
H  3.9804  1.4221  0.7443
H  1.4929  1.4476  0.0710
H  2.7246  0.9572  -1.2612
H  2.2074  -1.6071  -0.3968
H  0.3975  -1.1112  1.3114
H  -1.2056  -2.5933  1.8478
H  -2.6762  -1.0890  1.3211
H  -4.5508  0.7003  0.9545
H  -2.1317  3.0795  -1.6517
H  -0.0592  1.4668  -1.4993
Ag  -0.3514  2.6806  -2.9608

Output
Energy (eV): -22839.95757
Kohn-Sham gap (alpha / beta) (eV): 6.89 / 4.37
Multiplicity: 2
Highest occupied orbital energy (alpha / beta) (eV): -16.88 / -16.87
Max |F| (eV/A): 6.35
Net charge: +2
LUMO energy (alpha / beta) (eV): -9.99 / -12.50
Expectation value of S²: 0.777

=====

> Among the records above, which one has the lowest max |F|?

C24H24BCl2N9ORe

=====

> Look up the energy of the third one.

-4341.02400 eV

=====

> Which of these has the highest max |F|?

C10H12AgFNO2